[1]
Here is a 2-piece molecular cluster, C7H12BrN2 overall from OMol25. Energies are from ωB97M-V/def2-TZVPD.

The geometry in XYZ format:
```
22
Properties=species:S:1:pos:R:3:mulliken_charge:R:1
C -2.39 0.38 -1.08 -0.786
C -3.03 1.67 -1.06 -0.459
C -0.90 2.09 -0.61 -0.955
C -1.08 0.76 -0.87 0.773
C 1.35 -2.33 1.30 -1.018
C 1.64 0.05 1.22 -0.826
C 0.82 -1.16 -0.84 -0.410
N -2.14 2.61 -0.73 0.007
N 1.68 -1.13 0.41 0.047
Br 1.79 -0.75 -2.41 -0.001
H -2.76 -0.49 -1.44 0.486
H -4.08 1.98 -1.11 0.369
H -0.10 2.63 -0.33 0.479
H 1.33 -3.21 0.62 0.388
H 2.10 -2.52 2.11 0.326
H 0.37 -2.03 1.64 0.477
H 1.89 1.02 0.70 0.298
H 0.67 0.22 1.75 0.372
H 2.31 -0.05 2.13 0.354
H 0.21 -2.02 -0.56 0.454
H -2.28 3.60 -0.94 0.284
H 2.60 -1.31 0.09 0.339
```

Charge = +1
Kohn-Sham gap (spin up / spin down) = 7.086 / 7.862 eV
Energy relative to the best compared isomer or geometry (same formula, charge and spin) = 4.811 eV

***

[2]
Here is C7H12BrN3RbSbSe4 as an isolated structure from OMol25. Energies are from ωB97M-V/def2-TZVPD.

The geometry in XYZ format:
```
29
Properties=species:S:1:pos:R:3:mulliken_charge:R:1
Rb -0.19 1.20 -1.92 0.626
N -2.85 1.16 -0.16 -0.363
C -2.87 0.20 0.95 -0.421
C -2.34 -1.16 0.50 -0.662
N -0.95 -1.09 0.08 -0.111
H -3.60 1.84 -0.07 0.178
H -3.02 0.66 -1.03 0.085
H -3.89 0.06 1.35 0.272
H -2.25 0.58 1.77 0.215
H -2.94 -1.51 -0.34 0.266
H -2.48 -1.88 1.32 0.320
H -0.81 -1.48 -0.86 -0.022
H -0.33 -1.59 0.70 0.160
Se 0.36 0.25 -5.71 -0.763
Sb -0.22 -1.62 -4.23 0.558
Se 1.51 -1.63 -2.39 -0.672
Se -2.41 -0.97 -3.16 -0.753
Se -0.38 -3.81 -5.29 -0.792
Br 4.80 -0.01 3.58 -0.216
C 3.47 0.62 2.37 0.287
C 2.65 1.68 2.74 -0.319
C 1.70 2.10 1.82 -0.440
N 1.54 1.54 0.63 -0.124
C 2.33 0.52 0.29 0.458
C 3.31 0.02 1.14 -0.571
H 2.75 2.16 3.71 0.400
H 1.04 2.92 2.08 0.325
H 2.16 0.05 -0.68 -0.369
H 3.92 -0.81 0.82 0.447
```

Charge = -2
Kohn-Sham gap = 3.874 eV
Energy relative to the best compared isomer or geometry (same formula, charge and spin) = 0.137 eV

***

[3]
Here is C7H12CaF6N3O18S6 as an isolated structure from OMol25. Energies are from ωB97M-V/def2-TZVPD.

The geometry in XYZ format:
```
53
Properties=species:S:1:pos:R:3:mulliken_charge:R:1
Ca 0.08 1.08 0.08 3.889
N -0.56 1.11 -2.06 -0.097
S -1.24 2.13 -2.91 0.717
O -2.64 1.93 -3.20 -0.574
O -0.41 2.90 -3.79 -0.644
F -1.35 3.10 -1.72 -0.283
S -0.48 0.06 -3.41 0.714
O 0.54 0.35 -4.46 -0.549
O -1.75 -0.58 -3.75 -0.588
F 0.15 -1.09 -2.51 -0.197
N 1.24 2.71 0.92 -0.406
S 2.25 3.73 -0.04 0.783
O 3.65 3.32 -0.09 -0.538
O 1.82 5.12 -0.19 -0.521
F 1.65 3.02 -1.37 -0.207
S 1.52 3.57 2.09 0.776
O 0.85 4.84 2.20 -0.549
O 2.82 3.37 2.69 -0.654
F 0.66 2.69 3.14 -0.321
N -1.97 1.14 0.85 -0.165
S -3.29 0.32 0.19 0.758
O -3.98 0.96 -0.95 -0.505
O -4.08 -0.51 1.06 -0.589
F -2.48 -0.77 -0.62 -0.234
S -2.83 2.11 1.64 0.595
O -3.47 1.56 2.89 -0.614
O -3.59 3.03 0.82 -0.560
F -1.71 3.03 2.26 -0.210
C -2.53 -2.18 3.54 -0.461
C -2.45 -3.35 2.52 -0.390
O -1.69 -2.65 1.54 -0.245
C -0.94 -1.69 2.12 0.472
O -0.06 -1.08 1.58 -0.514
O -1.30 -1.52 3.47 -0.324
H -2.65 -2.73 4.48 0.377
H -3.28 -1.42 3.35 0.275
H -3.51 -3.52 2.31 0.321
H -2.01 -4.29 2.88 0.343
C 1.41 -4.40 -0.97 -1.213
C 1.80 -3.16 -0.16 0.285
O 2.76 -2.52 -0.96 -0.367
C 2.82 -1.16 -1.03 0.623
O 2.01 -0.42 -0.49 -0.430
O 3.75 -0.89 -1.89 -0.389
C 4.22 0.39 -2.24 -0.586
H 2.24 -4.93 -1.43 0.353
H 0.82 -3.97 -1.78 0.254
H 0.76 -4.98 -0.30 0.355
H 2.26 -3.20 0.83 0.427
H 0.93 -2.51 -0.10 -0.223
H 4.67 0.90 -1.39 0.345
H 3.52 0.99 -2.82 0.270
H 5.04 0.06 -2.89 0.216
```

Charge = -1
Kohn-Sham gap = 9.814 eV
Energy relative to the best compared isomer or geometry (same formula, charge and spin) = 5.149 eV

***

[4]
Here is C7H12CeO3 as an isolated structure from OMol25. Energies are from ωB97M-V/def2-TZVPD.

The geometry in XYZ format:
```
23
Properties=species:S:1:pos:R:3:mulliken_spin:R:1
C 0.75 3.36 0.37 0.000
C -0.54 3.36 0.79 0.000
H 1.01 3.00 -0.62 0.000
H 1.50 3.96 0.89 0.000
H -1.34 3.01 0.13 0.000
H -0.85 3.95 1.65 0.000
H 0.37 2.09 1.28 0.000
O -0.01 -3.79 -3.26 -0.051
C -0.50 -2.90 -2.51 0.000
O -1.61 -2.37 -2.81 -0.042
O 0.18 -2.53 -1.45 -0.001
C -0.35 -1.48 -0.63 0.000
C 0.59 -1.31 0.54 0.000
C 0.07 -0.40 1.59 0.000
C 0.78 0.61 2.18 0.000
Ce -1.91 -3.96 -5.06 1.094
H -1.36 -1.76 -0.30 0.000
H -0.42 -0.56 -1.23 0.000
H 1.60 -1.01 0.22 0.000
H 0.69 -2.28 1.06 0.000
H -0.97 -0.54 1.89 0.000
H 0.46 0.95 3.17 0.000
H 1.87 0.60 2.11 0.000
```

Charge = +3
2S+1 = 2
Kohn-Sham gap (spin up / spin down) = 3.659 / 4.445 eV
<S²> = 0.774

***

[5]
Here is C7H12Cl2O3PSm as an isolated structure from OMol25. Energies are from ωB97M-V/def2-TZVPD.

The geometry in XYZ format:
```
26
Properties=species:S:1:pos:R:3:mulliken_spin:R:1
C -3.32 4.81 1.29 0.000
C -2.60 3.61 0.87 0.000
H -3.37 4.86 2.39 0.000
H -4.35 4.79 0.89 0.000
H -2.82 5.71 0.90 0.000
O -1.95 2.78 1.54 -0.002
Cl -2.61 3.30 -1.00 -0.006
Sm -1.04 1.27 -0.10 5.112
P 1.82 1.28 0.02 -0.043
C 3.19 0.97 1.17 -0.003
C 2.70 1.17 -1.58 -0.002
H 0.82 3.50 -0.47 -0.003
H 2.57 3.54 -0.06 0.000
H 1.35 3.37 1.25 0.000
C 1.60 3.10 0.21 0.003
H 1.99 1.36 -2.40 0.000
H 3.52 1.91 -1.60 -0.001
H 4.02 1.67 0.97 -0.001
H 3.55 -0.06 1.02 0.000
H 3.11 0.16 -1.69 0.000
H 2.85 1.07 2.20 0.000
C 0.22 -0.29 1.61 -0.008
O 0.70 -1.06 2.33 0.000
Cl -0.81 0.87 -2.57 -0.039
O -0.75 -2.43 -0.58 0.001
C -0.89 -1.31 -0.41 -0.009
```

Charge = +2
2S+1 = 6
Kohn-Sham gap (spin up / spin down) = 7.696 / 8.485 eV
<S²> = 8.770
Energy relative to the best compared isomer or geometry (same formula, charge and spin) = 0.000 eV

***

[6]
Here is a 2-piece molecular cluster, C7H12ClFS2 overall from OMol25. Energies are from ωB97M-V/def2-TZVPD.

The geometry in XYZ format:
```
23
Properties=species:S:1:pos:R:3:mulliken_charge:R:1
C 1.52 -0.83 -3.91 -1.166
C 1.40 -0.26 -2.49 0.867
C 2.02 -1.35 -1.54 -1.122
F 2.32 0.75 -2.25 -0.280
Cl -0.29 -0.08 -2.09 -0.144
H 2.47 -1.08 -4.22 0.366
H 1.19 -0.09 -4.67 0.280
H 0.84 -1.73 -3.74 0.335
H 1.61 -1.19 -0.42 0.244
H 3.17 -1.37 -1.44 0.296
H 1.81 -2.40 -1.77 0.326
C -0.94 2.64 1.71 -0.573
C -1.36 2.13 3.02 -0.249
S -0.52 0.63 3.56 -0.165
C -1.71 -0.45 3.26 -0.343
C -1.81 -0.67 1.71 0.003
S -2.23 -2.08 0.99 -0.218
H 0.07 2.42 1.12 0.243
H -1.38 3.59 1.31 0.258
H -2.27 2.57 3.50 0.358
H -1.61 -1.45 3.68 0.364
H -2.70 0.04 3.59 0.225
H -1.62 0.24 1.10 0.095
```

SMILES = CC(C)(F)Cl.C=CSCC=S
Charge = 0
Kohn-Sham gap = 8.139 eV

***

| no. | energy (Eh) | maximum force (hartree/bohr) |
| --- | --- | --- |
| 1 | -2956.995276 | 0.0864 |
| 2 | -12882.418888 | 0.0056 |
| 3 | -5458.478657 | 0.2395 |
| 4 | -973.522683 | 0.0999 |
| 5 | -2418.802132 | 0.0957 |
| 6 | -1630.203520 | 0.1185 |